[1]
A 2-piece molecular cluster, C5H8O2 overall, computed with ωB97M-V/def2-TZVPD.

```
15
Properties=species:S:1:pos:R:3:forces:R:3:mulliken_charge:R:1
O 1.383 0.033 -1.451 -0.711 0.224 -0.341 -0.54
O -1.626 -0.507 -0.049 -0.015 0.057 0.022 -0.37
C 0.312 0.415 -1.068 0.516 0.300 -0.711 0.59
C -0.532 -1.211 0.427 -0.104 -0.573 0.692 -0.05
C -1.166 0.288 -1.111 0.030 -0.059 -0.231 -0.12
C 0.096 -0.925 1.560 -0.628 -0.340 0.111 -0.90
C -0.464 1.555 -0.570 0.152 0.308 -0.017 -0.64
H -0.693 1.808 0.462 0.287 -0.098 -0.137 0.20
H -0.120 -0.045 2.158 -0.254 -0.217 -0.010 0.28
H 2.238 -0.184 0.256 0.495 0.057 0.425 -0.04
H -1.786 0.284 -2.005 0.098 -0.020 0.165 0.40
H 0.866 -1.595 1.921 -0.051 0.107 -0.113 0.46
H -0.197 -2.005 -0.237 -0.165 -0.087 0.181 0.39
H -0.325 2.391 -1.247 -0.287 0.177 -0.011 0.29
H 2.015 -0.303 0.955 0.637 0.165 -0.025 0.06
```
Forces are in eV/Å.

Values from the calculation:
Relative energy (zero: lowest compared OMol25 entry of this formula, charge and spin), kJ/mol: 495.28
LUMO level, eV: 0.5
DFT total energy, eV: -9404.6990
SMILES: C=CO[C@H]1CC1=O.[H][H]
HOMO-LUMO gap, eV: 9.916

***

[2]
A 2-piece molecular cluster, C5H8O2 overall, computed with ωB97M-V/def2-TZVPD.

```
15
Properties=species:S:1:pos:R:3:forces:R:3:mulliken_charge:R:1
O -0.266 0.643 -1.326 0.261 0.052 -0.055 -0.11
O 0.663 -0.989 0.780 0.010 0.075 0.039 -0.37
C -1.191 -0.200 -0.634 -0.106 -0.077 -0.017 0.02
C -1.541 0.128 0.780 -0.121 0.108 0.122 -0.74
C 1.031 0.506 -1.248 -0.224 -0.320 0.114 -0.56
C -0.688 -1.071 0.461 -0.163 -0.134 -0.023 -0.06
C 1.488 -0.563 -0.291 0.168 0.118 -0.184 -0.05
H 1.740 -1.398 -0.974 -0.023 0.046 0.057 0.31
H -1.951 -0.546 -1.327 0.140 0.046 0.117 0.36
H -2.567 -0.005 1.106 0.145 -0.010 -0.061 0.29
H 1.446 2.505 0.716 -0.007 0.044 0.147 0.07
H -1.011 0.968 1.222 -0.056 -0.138 -0.076 0.23
H -1.109 -2.068 0.574 0.074 0.149 -0.022 0.38
H 1.527 2.326 0.000 0.043 0.067 -0.045 -0.05
H 2.429 -0.237 0.161 -0.143 -0.026 -0.112 0.29
```
Forces are in eV/Å.

Values from the calculation:
Relative energy (zero: lowest compared OMol25 entry of this formula, charge and spin), kJ/mol: 527.97
LUMO level, eV: 0.9
DFT total energy, eV: -9404.3602
HOMO-LUMO gap, eV: 9.407

***

[3]
C5H8O2 in the gas phase at a distorted geometry, computed with ωB97M-V/def2-TZVPD.

```
15
Properties=species:S:1:pos:R:3:forces:R:3:mulliken_charge:R:1
O -0.430 1.996 -0.082 0.158 0.345 0.004 -0.75
O -2.119 0.097 -0.001 -0.152 0.530 -0.228 -0.61
C 0.036 0.977 0.670 0.179 -0.837 0.774 0.43
C -0.183 -1.360 -0.200 -0.039 -0.137 0.222 -0.50
C -0.939 -0.274 0.632 0.479 -0.360 0.002 -0.22
C 1.255 0.554 -0.178 -0.138 1.033 -0.392 -0.65
C 0.984 -0.682 -0.789 -0.032 -0.699 -0.340 -0.40
H 1.038 1.293 -1.048 0.273 -0.041 -0.009 0.23
H -0.823 -1.866 -0.930 0.035 0.125 0.130 0.35
H 1.459 -1.021 -1.710 -0.051 0.133 0.224 0.39
H -1.157 -0.662 1.636 0.017 0.149 -0.132 0.30
H -1.893 1.000 -0.339 -0.349 -0.388 -0.014 0.37
H 0.308 1.235 1.711 -0.106 0.084 -0.291 0.35
H 0.220 -2.144 0.467 -0.145 0.029 -0.029 0.25
H 2.245 0.857 0.160 -0.130 0.034 0.080 0.44
```
Forces are in eV/Å.

Values from the calculation:
Relative energy (zero: lowest compared OMol25 entry of this formula, charge and spin), kJ/mol: 425.18
LUMO level (alpha / beta), eV: -1.8 / -0.5
DFT total energy, eV: -9405.4254
HOMO-LUMO gap (alpha / beta), eV: 6.140 / 9.061

***

[4]
A 2-piece molecular cluster, C5H8O2 overall at a distorted geometry, computed with ωB97M-V/def2-TZVPD.

```
15
Properties=species:S:1:pos:R:3:forces:R:3:mulliken_charge:R:1
O 1.903 1.087 -1.258 0.090 -1.048 0.023 -0.38
O 0.696 0.137 1.379 -0.390 0.093 -0.098 -0.56
C 1.878 -0.072 -1.118 0.001 0.746 -0.107 0.79
C 1.826 -1.380 -0.998 0.025 0.131 -0.017 -0.95
C -1.364 -0.798 0.634 0.000 -0.077 0.030 -1.12
C -0.758 1.674 0.263 0.051 0.069 0.037 -1.16
C -0.363 0.322 0.813 0.058 -0.021 0.083 0.79
H -1.762 -0.814 -0.386 0.072 0.018 0.136 0.32
H -0.898 -1.756 0.872 -0.098 0.151 -0.021 0.29
H 2.151 -1.977 -1.840 -0.051 0.026 0.130 0.28
H 1.507 -1.810 -0.054 0.148 0.123 -0.237 0.29
H 0.060 2.386 0.384 -0.119 -0.114 0.009 0.29
H -1.647 2.036 0.793 0.087 -0.059 -0.061 0.41
H -1.022 1.596 -0.798 0.049 -0.029 0.172 0.31
H -2.208 -0.632 1.313 0.077 -0.009 -0.077 0.38
```
Forces are in eV/Å.

Values from the calculation:
Relative energy (zero: lowest compared OMol25 entry of this formula, charge and spin), kJ/mol: 121.61
LUMO level, eV: 0.8
DFT total energy, eV: -9408.5718
SMILES: CC(C)=O.C=C=O
HOMO-LUMO gap, eV: 10.016

***

[5]
C5H8O2 in the gas phase, computed with ωB97M-V/def2-TZVPD.

```
15
Properties=species:S:1:pos:R:3:forces:R:3:mulliken_charge:R:1
O -0.540 -1.368 0.327 0.045 -0.251 0.106 -0.53
O 1.462 0.850 1.722 0.110 0.108 0.086 -0.42
C -1.023 -0.287 -0.476 -0.121 0.171 -0.156 0.22
C 0.018 -0.096 0.530 0.057 0.175 0.038 0.55
C 0.058 0.589 1.885 -0.328 -0.013 0.120 -0.45
C 1.503 0.217 0.432 0.102 -0.132 -0.302 -0.51
C -0.721 -0.395 -1.946 0.065 -0.007 -0.032 -1.31
H -1.144 -1.327 -2.333 0.008 0.132 0.017 0.30
H -0.524 1.513 1.990 0.081 -0.127 -0.035 0.24
H -2.037 0.027 -0.219 0.138 -0.063 -0.012 0.43
H -1.156 0.438 -2.508 0.063 -0.073 0.115 0.33
H 1.802 0.918 -0.359 -0.064 -0.105 0.104 0.27
H 0.357 -0.415 -2.129 -0.124 -0.007 0.034 0.35
H 2.156 -0.664 0.416 -0.087 0.095 0.018 0.27
H -0.153 -0.085 2.724 0.056 0.097 -0.100 0.26
```
Forces are in eV/Å.

Values from the calculation:
Relative energy (zero: lowest compared OMol25 entry of this formula, charge and spin), kJ/mol: 239.68
LUMO level, eV: 1.0
DFT total energy, eV: -9407.3481
SMILES: C[C@H]1OC12COC2
HOMO-LUMO gap, eV: 10.851

***

[6]
C5H8O2 as an isolated structure, computed with ωB97M-V/def2-TZVPD.

```
15
Properties=species:S:1:pos:R:3:forces:R:3:mulliken_charge:R:1
O -0.185 0.837 1.183 -0.143 0.075 0.129 -0.42
O -2.366 0.674 1.857 0.367 -0.134 -0.367 -0.56
C -1.269 -0.393 -0.164 -0.079 -0.056 -0.036 -0.71
C 0.670 0.996 -1.096 0.031 0.007 0.017 -1.52
C 1.166 -1.021 0.477 0.026 -0.013 -0.038 -1.48
C 0.198 0.050 -0.006 0.185 -0.074 -0.156 1.51
C -1.474 0.415 1.108 -0.517 0.104 0.323 0.47
H -1.791 0.031 -1.026 0.074 -0.058 0.146 0.28
H 0.624 -1.777 1.058 0.100 0.130 -0.084 0.38
H 1.699 -1.528 -0.332 -0.153 0.127 -0.011 0.36
H 1.899 -0.564 1.148 -0.028 -0.013 -0.192 0.31
H -0.052 1.816 -1.172 0.140 -0.106 -0.029 0.37
H 1.651 1.430 -0.877 -0.097 -0.124 0.040 0.35
H 0.713 0.496 -2.070 0.048 -0.030 0.208 0.34
H -1.483 -1.461 -0.087 0.048 0.166 0.050 0.30
```
Forces are in eV/Å.

Values from the calculation:
Relative energy (zero: lowest compared OMol25 entry of this formula, charge and spin), kJ/mol: 18.26
LUMO level, eV: 0.7
DFT total energy, eV: -9409.6429
HOMO-LUMO gap, eV: 11.137

***

[7]
C5H8O2 as an isolated structure at a distorted geometry, computed with ωB97M-V/def2-TZVPD.

```
15
Properties=species:S:1:pos:R:3:forces:R:3:mulliken_charge:R:1
O 2.051 -1.061 -0.093 -0.485 0.151 -0.619 -0.57
O -0.534 -0.448 -1.370 0.119 0.421 0.696 -0.33
C -0.534 0.957 -1.010 0.134 -0.893 -0.075 -0.37
C 0.767 1.101 -0.236 0.042 -0.195 0.023 -0.48
C -0.403 -0.898 0.006 0.064 0.022 -0.164 -0.02
C 0.962 -0.305 0.413 -0.244 0.141 0.052 -0.24
C -1.543 -0.057 0.607 0.385 0.518 -0.768 -0.82
H -1.500 0.246 1.658 0.023 -0.048 -0.266 0.33
H 0.755 1.946 0.461 0.024 -0.209 -0.096 0.29
H 1.108 -0.256 1.499 -0.085 -0.030 -0.222 0.40
H 1.552 1.284 -0.986 -0.174 -0.018 0.219 0.28
H -1.544 1.047 -0.283 -0.331 -0.280 0.625 0.34
H -0.472 -1.992 0.104 0.018 0.300 -0.038 0.43
H -2.535 -0.384 0.275 0.292 0.086 0.105 0.38
H 1.869 -1.180 -1.046 0.217 0.034 0.528 0.38
```
Forces are in eV/Å.

Values from the calculation:
Relative energy (zero: lowest compared OMol25 entry of this formula, charge and spin), kJ/mol: 489.62
LUMO level, eV: 0.2
DFT total energy, eV: -9404.7577
HOMO-LUMO gap, eV: 8.598

***

[8]
C5H8O2 as an isolated structure, computed with ωB97M-V/def2-TZVPD.

```
15
Properties=species:S:1:pos:R:3:forces:R:3:mulliken_charge:R:1
O -1.920 0.118 0.985 -0.224 0.114 -0.075 -0.48
O 2.496 0.465 0.089 0.128 -0.125 -0.003 -0.53
C -0.897 -0.124 0.062 0.539 0.222 -0.170 1.29
C 0.103 1.035 -0.265 -0.239 0.543 -0.086 -1.00
C 0.346 -0.835 0.533 0.360 -0.239 0.224 -1.06
C 1.190 0.414 0.609 -0.426 -0.125 -0.008 0.34
C -1.136 -0.966 -1.059 -0.218 -0.253 -0.381 -1.11
H 3.079 0.043 0.733 -0.059 0.122 -0.214 0.33
H -0.678 -0.822 -2.025 0.007 0.262 0.089 0.27
H -0.316 1.997 0.012 0.242 0.240 -0.010 0.32
H 0.451 1.006 -1.301 -0.291 0.146 0.110 0.28
H 1.173 0.857 1.625 -0.077 -0.397 -0.229 0.25
H 0.694 -1.845 0.392 -0.386 -0.355 0.432 0.42
H -2.687 0.408 0.474 -0.016 0.013 0.111 0.36
H -1.933 -1.716 -0.996 0.658 -0.168 0.211 0.33
```
Forces are in eV/Å.

Values from the calculation:
Relative energy (zero: lowest compared OMol25 entry of this formula, charge and spin), kJ/mol: 457.55
LUMO level (alpha / beta), eV: 0.2 / 0.1
DFT total energy, eV: -9405.0900
HOMO-LUMO gap (alpha / beta), eV: 8.187 / 8.177

***

[9]
C5H8O2 as an isolated structure, computed with ωB97M-V/def2-TZVPD.

```
15
Properties=species:S:1:pos:R:3:forces:R:3:mulliken_charge:R:1
O -0.220 1.377 -0.352 -0.057 0.034 0.012 -0.39
O 0.536 -0.656 1.070 -0.035 -0.110 0.091 -0.18
C -1.829 -0.077 0.897 -0.198 0.025 0.122 -0.74
C -0.660 -0.864 0.428 -0.077 0.189 0.012 -0.17
C -1.104 0.290 -0.390 -0.095 -0.128 -0.174 0.12
C 1.093 0.913 -0.650 0.182 -0.031 -0.008 -0.15
C 1.479 -0.121 0.372 0.124 0.215 -0.027 -0.32
H 1.175 -1.832 -0.883 -0.056 -0.121 -0.073 0.05
H 2.468 -0.197 0.810 -0.128 0.038 -0.039 0.38
H 1.144 0.552 -1.685 -0.026 0.014 0.152 0.27
H -1.599 0.143 -1.350 0.064 0.024 0.166 0.32
H -1.710 0.601 1.739 0.031 -0.073 -0.112 0.24
H 0.425 -1.988 -0.734 0.175 -0.051 -0.122 0.03
H 1.771 1.769 -0.554 -0.065 -0.118 -0.022 0.28
H -2.817 -0.519 0.792 0.158 0.094 0.020 0.25
```
Forces are in eV/Å.

Values from the calculation:
Relative energy (zero: lowest compared OMol25 entry of this formula, charge and spin), kJ/mol: 608.39
LUMO level (alpha / beta), eV: 0.3 / 0.1
DFT total energy, eV: -9403.5267
HOMO-LUMO gap (alpha / beta), eV: 8.281 / 7.794

***

[10]
C5H8O2 in the gas phase, computed with ωB97M-V/def2-TZVPD.

```
15
Properties=species:S:1:pos:R:3:forces:R:3:mulliken_charge:R:1
O -1.367 -0.791 1.298 -0.257 -0.154 -0.138 -0.46
O 0.219 1.449 0.168 -0.264 -0.061 -0.002 -0.43
C -0.083 -0.666 -0.825 -0.012 -0.105 -0.065 -0.40
C 0.733 0.255 -0.052 0.496 -0.166 0.070 0.71
C -1.375 -0.303 -0.048 0.143 0.133 -0.018 -0.21
C 1.901 -0.117 0.775 -0.019 0.019 -0.041 -1.23
C -1.256 1.190 -0.048 -0.130 0.307 0.027 -0.49
H -0.199 -0.370 -1.874 0.005 -0.037 0.144 0.23
H 2.278 0.734 1.345 -0.036 -0.097 -0.116 0.34
H -1.747 1.686 0.789 0.046 -0.084 -0.120 0.33
H 2.698 -0.592 0.194 -0.127 0.031 0.081 0.32
H 1.510 -0.863 1.486 0.081 0.078 -0.032 0.30
H 0.247 -1.704 -0.753 -0.056 0.159 -0.006 0.33
H -1.525 1.661 -0.999 0.000 -0.109 0.139 0.28
H -2.014 -1.501 1.317 0.129 0.087 0.077 0.39
```
Forces are in eV/Å.

Values from the calculation:
Relative energy (zero: lowest compared OMol25 entry of this formula, charge and spin), kJ/mol: 403.84
LUMO level (alpha / beta), eV: 0.0 / 0.6
DFT total energy, eV: -9405.6467
HOMO-LUMO gap (alpha / beta), eV: 6.355 / 7.593